Entry 1:
Density functional theory data (the ωB97M-V functional and the def2-TZVPD basis) for a structure of composition C19H18MnN5O4S2.

Structure (ORCA input):
```
! RIJCOSX wB97M-V def2-TZVPD def2/J DEFGRID3
* xyz -1 6
Mn -1.06492 0.48825 0.59550
C 1.17679 -1.71625 -0.93414
N 0.95320 -0.27852 -1.05985
C 2.09528 0.50757 -0.62563
C 2.25297 0.50260 0.86944
C 3.48428 0.34308 1.48650
C 3.54812 0.43222 2.87002
C 2.38660 0.67339 3.58167
C 1.19111 0.80601 2.88421
N 1.13519 0.71482 1.55997
C 0.50582 0.12877 -2.37810
C -0.28226 1.41500 -2.35334
C -0.65488 2.02281 -3.54739
C -1.40437 3.18214 -3.49558
C -1.75180 3.71312 -2.26308
C -1.34344 3.05064 -1.11958
N -0.61563 1.92815 -1.16921
C 0.19763 -2.44902 -0.04240
C -0.07202 -3.79091 -0.27545
C -0.92361 -4.45752 0.58864
C -1.47518 -3.77030 1.65688
C -1.17043 -2.42631 1.80583
N -0.34843 -1.78554 0.97428
H 2.17653 -1.88601 -0.51597
H 1.17045 -2.19872 -1.91715
H 1.92326 1.54426 -0.92530
H 3.03016 0.17754 -1.10926
H 4.36852 0.15480 0.89082
H 4.49507 0.31092 3.38163
H 2.39071 0.75281 4.65994
H 0.23845 0.97696 3.37039
H -0.12897 -0.64822 -2.80636
H 1.35597 0.25203 -3.07233
H -0.37868 1.57156 -4.49156
H -1.72180 3.66488 -4.41161
H -2.34591 4.61209 -2.18079
H -1.60137 3.37946 -0.11858
H 0.34779 -4.28717 -1.14017
H -1.16870 -5.49833 0.41719
H -2.15753 -4.24727 2.34657
H -1.61164 -1.81316 2.58338
O -3.13740 1.50445 1.10909
S -2.38690 1.73321 2.37692
O -3.14502 2.32826 3.44770
O -1.17144 2.50733 1.96627
O -1.82997 0.35936 2.72469
S -2.25446 -2.36654 -3.26891
C -2.20705 -1.40076 -1.93008
N -2.07010 -0.71794 -0.99574
*
```

Computed properties:
E_LUMO (spin up / spin down)	2.51 / 2.50	eV
expectation value of S²	8.753
HOMO energy (spin up / spin down)	-0.1870 / -0.1921	hartree
frontier orbital gap (spin up / spin down)	0.279 / 0.284	Eh


Entry 2:
Density functional theory data (the ωB97M-V functional and the def2-TZVPD basis) for the molecule C19H18N2O5S at a distorted geometry.

Structure (ORCA input):
```
! RIJCOSX wB97M-V def2-TZVPD def2/J DEFGRID3
* xyz 0 1
C 2.56149 2.86315 -1.07936
H 1.99131 3.79040 -1.11352
O 1.61538 1.84464 -0.85954
C 2.04962 0.55610 -0.76724
C 3.37418 0.16803 -0.87613
C 3.72721 -1.17692 -0.73998
C 2.74561 -2.12602 -0.50330
C 1.41180 -1.73303 -0.41708
C 1.05672 -0.40105 -0.54161
H 0.03707 -0.06441 -0.43312
C 0.40994 -2.80272 -0.13661
O 0.67403 -3.79709 0.51045
N -0.80639 -2.60284 -0.70202
H -1.00053 -1.74894 -1.20069
C -1.92827 -3.45877 -0.40885
C -3.12587 -2.64728 0.05605
O -3.82325 -2.90113 0.99633
O -3.31665 -1.60604 -0.76983
C -4.32678 -0.67505 -0.42141
C -3.73657 0.53033 0.22913
N -2.50096 0.84221 0.21954
C -2.25948 2.01647 0.87805
C -1.02014 2.63033 1.02945
C -0.95389 3.82174 1.72076
C -2.09567 4.40958 2.26097
C -3.33669 3.82072 2.11598
C -3.41174 2.62504 1.42296
S -4.81144 1.65333 1.06915
H -4.22462 4.27376 2.52783
H -2.01225 5.34180 2.79891
H 0.00072 4.30996 1.84630
H -0.14367 2.17808 0.59610
H -4.83153 -0.38891 -1.35085
H -5.05030 -1.14809 0.25447
H -1.62440 -4.15922 0.37391
H -2.22914 -4.02583 -1.30022
H 2.97041 -3.17178 -0.37529
O 5.05538 -1.44110 -0.85489
C 5.48586 -2.77411 -0.70326
H 6.56838 -2.74801 -0.81747
H 5.23345 -3.16600 0.28638
H 5.05512 -3.42358 -1.47142
H 4.16939 0.87266 -1.05393
H 3.29138 2.91452 -0.26540
H 3.08578 2.72506 -2.02971
*
```

Computed properties:
SMILES	COc1cc(OC)cc(C(=O)NCC(=O)OCc2nc3ccccc3s2)c1
E_LUMO	0.58	eV
HOMO energy	-0.3125	hartree
frontier orbital gap	0.334	Eh


Entry 3:
Density functional theory data (the ωB97M-V functional and the def2-TZVPD basis) for the molecule C19H18N4O2S at a distorted geometry.

Structure (ORCA input):
```
! RIJCOSX wB97M-V def2-TZVPD def2/J DEFGRID3
* xyz 0 1
O -1.12211 8.06827 5.32904
N 0.86692 -0.09913 1.03844
N 0.66868 -0.99390 -2.54838
O 1.41698 -3.44349 -6.34883
S 0.77235 6.34245 5.17738
C -0.87330 6.89572 5.36150
C 0.89164 1.07396 1.41711
C 0.63564 1.97472 0.37435
C 0.40101 1.17850 -0.79804
C 0.68170 -2.03191 -3.38159
C 0.92015 -1.13674 -1.22395
C 1.30485 -2.42834 -0.70854
C -1.90625 3.76777 3.88696
C 1.48032 -3.43397 -1.64430
C -1.21231 2.65323 3.39404
C 0.95022 3.86243 3.96600
C 0.17519 4.85787 4.43156
C -1.24307 4.80554 4.46840
C 1.21087 -3.27340 -3.01683
C 0.25796 2.74046 3.28329
N -1.83613 5.87403 5.12654
N 0.71192 -0.05069 -0.30023
C 2.14072 -4.00918 -5.31584
C 1.29347 -4.40463 -4.12702
C 0.83786 0.46497 3.89874
C 1.09979 1.57759 2.82507
H 2.00540 -3.13207 -7.01744
H 0.46314 3.06519 0.65213
H 0.11728 1.49382 -1.81616
H 0.34445 -1.73845 -4.39110
H 1.52847 -2.60595 0.34998
H -2.96720 3.49312 3.88779
H 1.71595 -4.41994 -1.24408
H -1.75423 1.68441 3.11956
H 2.02230 3.87953 3.92671
H -2.78729 6.11916 4.90124
H 2.91300 -3.22994 -4.95704
H 2.75657 -4.91500 -5.79248
H 1.61148 -5.41351 -3.63045
H 0.29621 -4.51424 -4.61548
H 1.03776 0.91355 4.91300
H -0.20328 0.15969 3.80976
H 1.51916 -0.30678 3.72730
H 2.13957 1.91905 2.89566
*
```

Computed properties:
SMILES	C[C@H](c1ccc2[nH]c(=O)sc2c1)c1ccn(-c2ccc(CCO)cn2)n1
E_LUMO	0.63	eV
HOMO energy	-0.2980	hartree
frontier orbital gap	0.321	Eh


Entry 4:
Density functional theory data (the ωB97M-V functional and the def2-TZVPD basis) for a cluster of 3 separate species, C19H18NO8 in total at a distorted geometry.

Structure (ORCA input):
```
! RIJCOSX wB97M-V def2-TZVPD def2/J DEFGRID3
* xyz 1 1
C -2.95905 -2.73106 2.52305
C -1.52995 -2.49903 1.69579
C -0.79440 -1.21977 2.47634
C -1.30047 0.31437 2.06422
C -0.57119 1.54858 2.90973
C 0.57121 1.14701 4.06206
N 0.96735 -0.29627 4.35546
C 0.34306 -1.50244 3.62261
H -3.57541 -1.72124 2.36734
H -3.54364 -3.68507 2.18026
H -2.63769 -2.76803 3.67214
H -0.80827 -3.41861 1.74974
H -1.71695 -2.16660 0.57355
H -2.14704 0.50520 1.24464
H -0.89551 2.67173 2.69314
H 1.07449 2.01141 4.67088
H 1.67130 -0.56812 5.10626
H 0.63623 -2.62807 3.87641
C -3.26383 3.15526 -1.93017
C -2.90708 4.41591 -2.18358
C -1.47459 4.80641 -2.29810
O -1.17803 5.96889 -2.55045
C -0.45747 3.76290 -2.09520
C -0.81438 2.50302 -1.83837
C -2.24691 2.10752 -1.75130
O -2.54406 0.93799 -1.53212
O 0.13635 1.51788 -1.64393
O -3.85721 5.40666 -2.35028
H -4.30135 2.85712 -1.84653
H 0.58008 4.06384 -2.16349
H -0.37184 0.69447 -1.47588
H -3.34910 6.22874 -2.52429
C 4.16316 -1.41723 -1.20722
C 2.99833 -0.83270 -1.49393
C 1.83617 -1.62357 -1.98542
O 0.77282 -1.06135 -2.22252
C 2.01792 -3.07138 -2.17358
C 3.18389 -3.65516 -1.89011
C 4.33695 -2.86855 -1.37259
O 5.39031 -3.43619 -1.10354
O 3.36242 -5.01493 -2.06720
O 2.82828 0.53133 -1.34350
H 5.01538 -0.85479 -0.84707
H 1.17078 -3.63145 -2.54830
H 4.28780 -5.19458 -1.79169
H 1.90113 0.70995 -1.61327
*
```

Computed properties:
E_LUMO	-5.30	eV
HOMO energy	-0.4359	hartree
frontier orbital gap	0.241	Eh


Entry 5:
Density functional theory data (the ωB97M-V functional and the def2-TZVPD basis) for a structure of composition C19H19BrCeF4N2O2 at a distorted geometry.

Structure (ORCA input):
```
! RIJCOSX wB97M-V def2-TZVPD def2/J DEFGRID3
* xyz 1 2
Ce -0.27545 0.38309 -0.20118
C 1.87221 -0.99996 -2.46168
C 2.28345 -1.42860 -1.05519
N 2.18000 -0.34166 -0.06137
C 3.13455 0.76574 -0.26866
C 4.60188 0.37230 -0.24503
C 2.12808 -0.81599 1.35616
C 1.37425 0.09676 2.33820
N -0.07391 0.11364 2.02801
C -0.80244 1.29273 2.38080
C -0.51282 2.52685 1.79571
F 0.52542 2.61602 0.89015
C -1.27332 3.66502 1.98424
F -0.92600 4.79133 1.36606
C -2.39914 3.60434 2.77554
C -2.72847 2.38910 3.34721
F -3.81603 2.28999 4.10530
C -1.95615 1.24977 3.16084
F -2.33290 0.12341 3.75460
H 1.84737 -1.86884 -3.11734
H 2.55822 -0.26991 -2.88905
H 0.86479 -0.56413 -2.54777
H 3.30301 -1.82128 -1.10679
H 1.66279 -2.26053 -0.71427
H 2.92433 1.50352 0.50720
H 2.90024 1.25800 -1.21691
H 4.87371 -0.19094 0.64817
H 5.22458 1.26693 -0.25635
H 4.88541 -0.21948 -1.11631
H 3.13835 -0.97937 1.73988
H 1.63666 -1.79146 1.34738
H 1.81469 1.10135 2.33097
H 1.56965 -0.28218 3.34482
H -3.01496 4.47869 2.93582
Br -8.69038 1.35031 0.63608
C -6.88424 1.13659 0.18968
C -6.09586 2.26433 -0.01339
C -4.76103 2.10645 -0.33326
C -4.22540 0.82505 -0.44456
C -5.02981 -0.29810 -0.24742
C -6.36661 -0.14775 0.07101
C -2.81050 0.63336 -0.73683
O -2.02142 1.64093 -0.87476
O -2.26662 -0.53968 -0.74447
H -6.53786 3.24609 0.08062
H -4.12814 2.96860 -0.49655
H -4.59889 -1.28541 -0.33882
H -6.99560 -1.01218 0.22701
*
```

Computed properties:
E_LUMO (spin up / spin down)	-2.93 / -2.93	eV
expectation value of S²	0.751
HOMO energy (spin up / spin down)	-0.4299 / -0.4300	hartree
frontier orbital gap (spin up / spin down)	0.322 / 0.322	Eh


What did the fifth record say?
Density functional theory data (the ωB97M-V functional and the def2-TZVPD basis) for a structure of composition C19H19BrCeF4N2O2 at a distorted geometry.

Structure (ORCA input):
```
! RIJCOSX wB97M-V def2-TZVPD def2/J DEFGRID3
* xyz 1 2
Ce -0.27545 0.38309 -0.20118
C 1.87221 -0.99996 -2.46168
C 2.28345 -1.42860 -1.05519
N 2.18000 -0.34166 -0.06137
C 3.13455 0.76574 -0.26866
C 4.60188 0.37230 -0.24503
C 2.12808 -0.81599 1.35616
C 1.37425 0.09676 2.33820
N -0.07391 0.11364 2.02801
C -0.80244 1.29273 2.38080
C -0.51282 2.52685 1.79571
F 0.52542 2.61602 0.89015
C -1.27332 3.66502 1.98424
F -0.92600 4.79133 1.36606
C -2.39914 3.60434 2.77554
C -2.72847 2.38910 3.34721
F -3.81603 2.28999 4.10530
C -1.95615 1.24977 3.16084
F -2.33290 0.12341 3.75460
H 1.84737 -1.86884 -3.11734
H 2.55822 -0.26991 -2.88905
H 0.86479 -0.56413 -2.54777
H 3.30301 -1.82128 -1.10679
H 1.66279 -2.26053 -0.71427
H 2.92433 1.50352 0.50720
H 2.90024 1.25800 -1.21691
H 4.87371 -0.19094 0.64817
H 5.22458 1.26693 -0.25635
H 4.88541 -0.21948 -1.11631
H 3.13835 -0.97937 1.73988
H 1.63666 -1.79146 1.34738
H 1.81469 1.10135 2.33097
H 1.56965 -0.28218 3.34482
H -3.01496 4.47869 2.93582
Br -8.69038 1.35031 0.63608
C -6.88424 1.13659 0.18968
C -6.09586 2.26433 -0.01339
C -4.76103 2.10645 -0.33326
C -4.22540 0.82505 -0.44456
C -5.02981 -0.29810 -0.24742
C -6.36661 -0.14775 0.07101
C -2.81050 0.63336 -0.73683
O -2.02142 1.64093 -0.87476
O -2.26662 -0.53968 -0.74447
H -6.53786 3.24609 0.08062
H -4.12814 2.96860 -0.49655
H -4.59889 -1.28541 -0.33882
H -6.99560 -1.01218 0.22701
*
```

Computed properties:
E_LUMO (spin up / spin down)	-2.93 / -2.93	eV
expectation value of S²	0.751
HOMO energy (spin up / spin down)	-0.4299 / -0.4300	hartree
frontier orbital gap (spin up / spin down)	0.322 / 0.322	Eh


Copy entry 5 word for word.
Density functional theory data (the ωB97M-V functional and the def2-TZVPD basis) for a structure of composition C19H19BrCeF4N2O2 at a distorted geometry.

Structure (ORCA input):
```
! RIJCOSX wB97M-V def2-TZVPD def2/J DEFGRID3
* xyz 1 2
Ce -0.27545 0.38309 -0.20118
C 1.87221 -0.99996 -2.46168
C 2.28345 -1.42860 -1.05519
N 2.18000 -0.34166 -0.06137
C 3.13455 0.76574 -0.26866
C 4.60188 0.37230 -0.24503
C 2.12808 -0.81599 1.35616
C 1.37425 0.09676 2.33820
N -0.07391 0.11364 2.02801
C -0.80244 1.29273 2.38080
C -0.51282 2.52685 1.79571
F 0.52542 2.61602 0.89015
C -1.27332 3.66502 1.98424
F -0.92600 4.79133 1.36606
C -2.39914 3.60434 2.77554
C -2.72847 2.38910 3.34721
F -3.81603 2.28999 4.10530
C -1.95615 1.24977 3.16084
F -2.33290 0.12341 3.75460
H 1.84737 -1.86884 -3.11734
H 2.55822 -0.26991 -2.88905
H 0.86479 -0.56413 -2.54777
H 3.30301 -1.82128 -1.10679
H 1.66279 -2.26053 -0.71427
H 2.92433 1.50352 0.50720
H 2.90024 1.25800 -1.21691
H 4.87371 -0.19094 0.64817
H 5.22458 1.26693 -0.25635
H 4.88541 -0.21948 -1.11631
H 3.13835 -0.97937 1.73988
H 1.63666 -1.79146 1.34738
H 1.81469 1.10135 2.33097
H 1.56965 -0.28218 3.34482
H -3.01496 4.47869 2.93582
Br -8.69038 1.35031 0.63608
C -6.88424 1.13659 0.18968
C -6.09586 2.26433 -0.01339
C -4.76103 2.10645 -0.33326
C -4.22540 0.82505 -0.44456
C -5.02981 -0.29810 -0.24742
C -6.36661 -0.14775 0.07101
C -2.81050 0.63336 -0.73683
O -2.02142 1.64093 -0.87476
O -2.26662 -0.53968 -0.74447
H -6.53786 3.24609 0.08062
H -4.12814 2.96860 -0.49655
H -4.59889 -1.28541 -0.33882
H -6.99560 -1.01218 0.22701
*
```

Computed properties:
E_LUMO (spin up / spin down)	-2.93 / -2.93	eV
expectation value of S²	0.751
HOMO energy (spin up / spin down)	-0.4299 / -0.4300	hartree
frontier orbital gap (spin up / spin down)	0.322 / 0.322	Eh


- What is the formula in the first record?
  C19H18MnN5O4S2